Arrangement 1

Molecular formula: C90H190N10O10
Method: DFT, ωB97M-V/def2-TZVPD

Positions of all 300 atoms, in Å:
O (-5.16, -4.44, -5.48)
O (-3.12, -0.83, 1.99)
O (-5.06, 7.38, -5.00)
O (-1.23, -3.42, 8.99)
O (1.32, -2.08, 0.12)
O (-7.21, -1.63, -4.37)
O (10.27, -2.04, 3.71)
O (8.63, 2.54, -2.13)
O (2.63, -4.59, -1.57)
O (1.54, 3.41, 6.90)
N (3.28, -5.23, -2.57)
N (-4.62, 6.50, -4.01)
N (-4.39, -0.35, 1.87)
N (7.35, 2.58, -2.60)
N (-7.77, -0.44, -4.15)
N (-4.01, -3.58, -5.46)
N (9.19, -2.31, 2.93)
N (-1.02, -2.24, 8.25)
N (1.57, 4.38, 5.80)
N (0.86, -0.88, 0.64)
C (6.84, 4.44, -0.91)
C (-2.41, -5.34, -4.31)
C (-7.80, 1.95, -4.39)
C (3.09, -0.16, 1.63)
C (-5.51, -2.20, 0.83)
C (-9.25, -0.54, -3.86)
C (4.49, 2.54, -2.49)
C (-5.10, -0.76, 0.70)
C (-2.83, 4.96, -3.15)
C (-0.06, 1.25, 0.17)
C (1.60, -0.56, 1.86)
C (-5.10, 4.83, -2.09)
C (-9.97, -1.15, -5.09)
C (-0.84, 4.36, 5.55)
C (-2.21, -2.37, -6.71)
C (-0.29, -0.50, -1.63)
C (5.29, -3.64, -2.43)
C (0.56, 1.75, 1.54)
C (6.46, 0.85, -1.03)
C (5.28, -5.70, -1.03)
C (5.24, 1.41, -3.20)
C (-6.50, 0.71, 2.92)
C (10.69, -3.70, 1.43)
C (0.13, 6.03, 7.16)
C (-4.32, -0.46, -0.60)
C (-0.31, 0.46, 7.41)
C (3.70, 5.44, 6.68)
C (0.33, 6.21, 4.65)
C (2.88, 4.78, 5.48)
C (-7.32, 0.20, 1.72)
C (-5.16, -0.08, 3.11)
C (2.39, -7.56, -1.60)
C (6.84, -2.37, 2.45)
C (1.32, -6.24, -3.65)
C (7.10, -2.50, 1.00)
C (-7.23, 0.47, -6.46)
C (10.12, -1.37, 0.77)
C (7.60, -1.67, 4.69)
C (-5.69, 5.80, -3.25)
C (-6.52, 6.83, -2.48)
C (-3.38, 5.08, -5.60)
C (-7.11, 0.65, -4.89)
C (5.60, -6.03, -3.44)
C (-6.62, 4.94, -4.21)
C (-9.85, 0.86, -3.49)
C (-3.12, -3.88, -4.31)
C (0.87, 0.60, 2.48)
C (-1.20, -2.62, -5.61)
C (-6.36, 0.14, 0.52)
C (7.97, -1.61, 3.20)
C (0.67, 0.10, -0.45)
C (-9.30, 1.90, -4.46)
C (1.76, 6.86, 4.44)
C (-9.39, -1.52, -2.60)
C (7.46, 5.04, -3.23)
C (3.58, -7.34, -3.88)
C (-5.66, 0.86, -4.38)
C (7.30, 0.07, -3.32)
C (-1.91, -1.08, 8.65)
C (-3.30, 5.89, -4.27)
C (-3.86, -3.88, -2.91)
C (9.64, -2.59, 1.46)
C (-3.90, 3.94, -2.57)
C (8.42, -3.24, 0.71)
C (8.06, -0.13, 2.81)
C (1.92, 0.68, -1.15)
C (1.42, -1.90, 8.86)
C (2.81, 5.77, 4.27)
C (5.04, -7.44, -3.71)
C (0.36, -1.97, 7.69)
C (-4.27, 0.80, 4.07)
C (5.34, 3.78, -2.84)
C (0.60, -3.27, 6.92)
C (-3.39, -1.52, 8.31)
C (1.50, -1.63, 2.97)
C (-2.22, 6.94, -4.39)
C (-1.56, -0.69, 10.17)
C (-5.35, -1.47, 3.85)
C (4.77, -5.14, -2.41)
C (6.80, 3.92, -2.38)
C (2.67, -6.56, -2.85)
C (0.55, -0.73, 6.78)
C (3.74, 3.54, 5.05)
C (-4.39, -2.82, -7.83)
C (-3.05, -4.69, -7.52)
C (6.66, 1.22, -2.51)
C (0.37, 5.23, 5.84)
C (-1.68, 0.21, 7.81)
C (-1.97, -2.81, -4.25)
C (-3.46, -3.31, -6.82)
H (-1.52, -4.14, 8.43)
H (0.02, -0.90, 5.84)
H (8.34, 0.03, -2.99)
H (-2.13, -5.07, -7.07)
H (1.45, -0.91, 9.31)
H (1.44, -5.40, -4.33)
H (6.83, -3.40, 2.78)
H (8.19, 0.15, 1.77)
H (1.52, -3.39, 6.34)
H (-3.28, 3.48, -1.80)
H (0.44, -1.86, 3.05)
H (8.24, -4.28, 1.00)
H (-9.58, 1.07, -2.45)
H (-6.56, 1.07, -7.08)
H (-0.76, 0.37, -2.10)
H (-0.94, 3.58, 6.29)
H (-1.72, -5.43, -3.46)
H (-6.69, -0.47, -6.45)
H (-7.09, 5.60, -4.94)
H (0.00, 2.15, -0.44)
H (1.58, -0.37, 6.70)
H (-5.97, 7.65, -2.02)
H (3.85, 2.83, 5.87)
H (7.19, 0.35, 3.26)
H (4.58, 0.54, -3.19)
H (-0.63, -0.14, 10.34)
H (-4.05, -0.65, 8.37)
H (-7.65, -0.81, 1.97)
H (6.95, -1.51, 0.58)
H (-9.26, -2.59, -2.76)
H (11.18, -3.75, 0.46)
H (-4.23, 3.22, -3.31)
H (8.86, 0.42, 3.31)
H (-6.56, -1.64, -3.67)
H (-9.67, 1.87, -5.48)
H (0.48, -6.02, -2.99)
H (-2.24, 0.29, 6.88)
H (1.77, 1.11, -2.14)
H (-6.45, -2.43, 1.33)
H (8.55, -3.44, -0.36)
H (-1.20, 6.55, -4.34)
H (-0.56, -3.48, -5.78)
H (-0.45, 6.96, 4.77)
H (4.45, -3.13, -2.91)
H (3.23, -7.77, -0.92)
H (0.21, 0.79, 8.31)
H (3.24, 2.96, 4.28)
H (9.35, -0.75, 0.31)
H (6.23, -5.22, -0.80)
H (-1.05, 0.79, 0.28)
H (-3.27, -1.84, 7.28)
H (-3.38, 0.26, 4.38)
H (-4.72, -1.00, -1.46)
H (7.40, 4.64, -4.24)
H (0.84, 6.85, 7.29)
H (-3.84, -2.32, 8.91)
H (5.14, -8.28, -3.03)
H (3.53, -0.47, 2.58)
H (6.76, 3.67, -0.15)
H (-1.92, 4.46, -3.49)
H (5.20, -3.05, -1.51)
H (-3.80, -5.47, -7.38)
H (6.20, 5.26, -0.57)
H (1.19, -2.56, 9.70)
H (-5.32, 1.00, -3.36)
H (4.73, 4.66, -2.62)
H (11.35, -3.62, 2.29)
H (0.28, 5.43, 8.06)
H (1.05, -2.60, 0.88)
H (-2.63, 5.58, -2.29)
H (-0.88, 6.45, 7.11)
H (-6.03, 1.16, 0.29)
H (7.76, 4.96, -0.67)
H (-1.29, -3.22, -3.51)
H (0.29, -0.94, -2.44)
H (4.49, -5.49, -0.31)
H (3.49, 2.66, -2.92)
H (-5.36, 1.61, -5.11)
H (-6.02, 4.29, -4.86)
H (2.79, 0.07, -1.42)
H (1.92, -8.50, -1.87)
H (2.05, 7.61, 5.19)
H (6.24, -3.35, -2.88)
H (-7.23, 0.62, 3.72)
H (-5.09, -1.27, 4.89)
H (10.72, -0.70, 1.39)
H (-9.68, -0.80, -6.08)
H (-8.82, -1.15, -1.75)
H (10.03, -2.58, 4.47)
H (-1.82, 4.84, 5.50)
H (2.49, -2.05, 8.73)
H (-1.05, -1.20, -1.27)
H (-7.46, 2.68, -5.13)
H (-2.03, 1.10, 8.32)
H (-4.78, 0.80, 5.03)
H (-8.16, 0.43, -7.03)
H (-2.65, -1.40, -6.48)
H (3.87, 4.68, 7.44)
H (-5.55, -2.62, -0.17)
H (0.10, 5.67, 3.73)
H (-3.29, -3.94, -1.98)
H (3.78, 6.26, 4.30)
H (-9.79, -2.23, -5.17)
H (6.75, -0.82, -3.03)
H (-3.80, -2.47, -8.68)
H (5.39, 1.60, -4.27)
H (-9.46, 2.89, -4.04)
H (8.34, -1.20, 5.34)
H (-1.72, -2.31, -7.68)
H (1.76, 7.43, 3.51)
H (-0.06, 2.48, 2.06)
H (3.45, -6.84, -4.84)
H (2.08, -2.51, 2.70)
H (4.78, 3.73, 4.78)
H (8.48, 2.55, -1.19)
H (-2.32, 7.58, -3.51)
H (-3.74, 5.64, -6.47)
H (-5.01, 8.22, -4.53)
H (1.96, -4.08, -2.03)
H (-4.92, 5.28, -1.12)
H (-6.94, 0.06, -0.40)
H (-0.16, 0.35, 2.73)
H (8.48, 5.40, -3.07)
H (-6.83, 6.46, -1.51)
H (-1.59, -1.55, 10.83)
H (6.50, -6.37, -2.94)
H (6.29, -3.09, 0.56)
H (-6.17, 1.75, 2.88)
H (-5.12, -3.53, -8.21)
H (-0.68, 3.73, 4.67)
H (-3.10, -6.18, -4.38)
H (-2.55, -0.07, 1.83)
H (7.36, 0.49, -0.53)
H (-0.40, -1.88, -5.60)
H (1.63, 3.90, 7.72)
H (3.15, -8.34, -3.86)
H (-7.64, 2.14, -3.33)
H (5.64, -5.46, -4.37)
H (-2.27, -1.79, -3.99)
H (-4.51, -3.02, -2.75)
H (6.93, 6.00, -3.18)
H (1.47, 2.30, 1.28)
H (6.11, 1.56, -0.28)
H (-2.31, 7.58, -5.27)
H (-2.41, 4.75, -5.95)
H (5.45, -7.91, -4.60)
H (-4.22, 1.71, 3.48)
H (2.36, 1.55, -0.66)
H (-0.20, -3.52, 6.23)
H (-2.92, -4.67, -8.60)
H (7.23, 0.35, -4.37)
H (-7.30, 7.26, -3.12)
H (-10.44, -1.31, -2.38)
H (10.18, -4.62, 1.70)
H (-4.03, 4.20, -5.56)
H (-10.93, 0.89, -3.60)
H (-5.87, 4.09, -1.87)
H (1.63, -7.18, -0.92)
H (-8.17, 0.86, 1.53)
H (5.68, 0.09, -1.03)
H (5.81, -2.02, 2.58)
H (-4.55, -4.73, -2.89)
H (4.67, 5.80, 6.34)
H (-2.33, -0.01, 10.55)
H (-3.42, -1.05, -0.73)
H (-11.03, -0.91, -5.11)
H (0.94, -7.09, -4.21)
H (6.67, -1.24, 5.05)
H (-4.82, -2.84, 1.37)
H (3.16, 6.22, 7.23)
H (1.34, 0.86, 3.43)
H (5.22, 3.86, -3.92)
H (-5.13, -0.08, -4.55)
H (-4.64, -2.23, 3.53)
H (-7.28, 4.28, -3.66)
H (2.64, 5.45, 3.25)
H (4.33, 2.48, -1.42)
H (-6.29, -2.02, 3.93)
H (-0.15, 1.28, 6.70)
H (7.38, -2.72, 4.85)
H (-1.68, -5.38, -5.12)
H (3.67, -0.78, 0.96)
H (1.95, -1.19, 3.86)
H (10.86, -1.60, 0.00)
H (-4.99, -1.96, -7.53)
H (0.64, -4.19, 7.50)
H (-4.07, 0.59, -0.73)
H (3.39, 0.86, 1.38)
H (-4.91, -5.23, -5.95)
H (5.32, -6.79, -1.07)

Its HOMO energy is -7.6 eV. The SMILES is CC1(C)CCCC(C)(C)N1O.CC1(C)CCCC(C)(C)N1O.CC1(C)CCCC(C)(C)N1O.CC1(C)CCCC(C)(C)N1O.CC1(C)CCCC(C)(C)N1O.CC1(C)CCCC(C)(C)N1O.CC1(C)CCCC(C)(C)N1O.CC1(C)CCCC(C)(C)N1O.CC1(C)CCCC(C)(C)N1O.CC1(C)CCCC(C)(C)N1O. The net charge is 0. Its spin multiplicity is 1.


Arrangement 2

Molecular formula: C90H190N10O10
Method: DFT, ωB97M-V/def2-TZVPD

Positions of all 300 atoms, in Å:
O (-4.44, -27.34, 25.15)
O (1.10, -24.60, 27.25)
O (-7.25, -16.67, 20.10)
O (1.81, -26.81, 14.32)
O (-4.99, -22.62, 13.42)
O (2.70, -18.91, 16.96)
O (-1.63, -20.73, 21.96)
O (-4.87, -30.67, 21.76)
O (5.97, -24.24, 22.31)
O (-9.24, -18.33, 21.25)
N (-6.29, -16.87, 19.11)
N (-5.09, -30.08, 20.53)
N (-8.34, -19.36, 21.44)
N (6.59, -23.64, 21.28)
N (-0.97, -21.88, 21.47)
N (-5.39, -23.49, 14.42)
N (1.88, -23.65, 26.56)
N (1.71, -19.56, 16.27)
N (-3.45, -27.79, 26.03)
N (1.15, -26.78, 15.51)
C (-7.29, -29.23, 21.18)
C (-8.15, -19.97, 19.06)
C (0.03, -21.39, 16.20)
C (-0.02, -22.51, 23.70)
C (-4.69, -17.97, 20.70)
C (1.72, -18.06, 14.38)
C (-4.86, -16.94, 19.61)
C (-1.11, -29.31, 26.79)
C (-0.73, -27.73, 16.81)
C (2.36, -24.77, 16.34)
C (-2.15, -27.09, 25.87)
C (-3.17, -24.55, 14.48)
C (5.96, -25.58, 19.78)
C (5.93, -24.01, 20.01)
C (-5.69, -16.70, 16.71)
C (-0.23, -19.36, 14.74)
C (-0.74, -27.62, 14.29)
C (4.48, -23.59, 19.94)
C (-4.19, -16.71, 17.09)
C (1.96, -26.28, 16.62)
C (1.24, -21.03, 22.09)
C (0.40, -17.42, 16.33)
C (-7.05, -21.98, 22.26)
C (0.33, -22.24, 22.22)
C (-1.31, -24.19, 20.67)
C (4.11, -24.91, 26.60)
C (7.84, -21.74, 20.38)
C (8.17, -22.28, 22.77)
C (-6.90, -20.60, 23.04)
C (2.07, -21.58, 17.70)
C (7.04, -22.29, 21.63)
C (-6.65, -14.57, 17.89)
C (0.20, -19.92, 18.30)
C (-4.30, -23.85, 15.34)
C (2.48, -25.26, 24.67)
C (-3.75, -22.68, 16.18)
C (-2.74, -23.41, 22.51)
C (-3.49, -29.30, 26.01)
C (-8.11, -19.62, 22.89)
C (3.59, -22.99, 24.92)
C (2.78, -22.63, 28.71)
C (-0.05, -24.67, 21.41)
C (6.69, -23.45, 18.89)
C (3.01, -24.20, 25.72)
C (0.54, -21.89, 27.87)
C (1.02, -26.27, 17.88)
C (-4.12, -29.00, 20.27)
C (-2.29, -25.55, 26.26)
C (-9.29, -20.17, 23.67)
C (0.85, -29.18, 15.48)
C (-5.66, -28.25, 18.40)
C (-6.54, -29.48, 18.66)
C (-6.10, -24.86, 16.92)
C (-4.72, -25.04, 16.26)
C (-6.74, -23.21, 15.00)
C (1.02, -20.54, 17.10)
C (-4.32, -15.59, 20.07)
C (5.88, -21.28, 21.96)
C (-7.75, -23.23, 13.84)
C (0.12, -27.46, 18.04)
C (0.14, -27.82, 15.53)
C (1.93, -22.46, 27.45)
C (-3.08, -22.42, 20.28)
C (-1.59, -27.21, 24.44)
C (-6.48, -30.06, 20.12)
C (3.25, -27.10, 16.95)
C (-6.81, -21.87, 15.82)
C (1.01, -23.48, 21.58)
C (-7.29, -21.54, 20.82)
C (2.59, -21.23, 26.60)
C (-4.89, -29.71, 26.52)
C (-4.22, -28.49, 18.80)
C (0.91, -18.60, 15.50)
C (-7.05, -31.49, 19.94)
C (-9.81, -21.28, 20.59)
C (-1.98, -22.92, 21.29)
C (-4.28, -27.79, 21.22)
C (7.07, -21.97, 19.05)
C (3.81, -21.67, 25.75)
C (-2.72, -29.58, 20.46)
C (-7.81, -18.24, 23.54)
C (-6.66, -16.15, 17.82)
C (-1.02, -20.49, 15.48)
C (-8.40, -20.53, 20.50)
C (-8.05, -16.52, 17.45)
C (-1.15, -27.75, 26.85)
C (-7.13, -24.51, 15.83)
C (-3.95, -17.45, 18.38)
C (-3.19, -29.97, 24.69)
C (-2.50, -29.86, 27.00)
H (-5.68, -28.14, 17.31)
H (-4.56, -31.56, 21.55)
H (-3.81, -29.20, 18.09)
H (-8.74, -22.89, 14.16)
H (2.93, -24.31, 17.14)
H (3.48, -19.32, 16.60)
H (7.59, -24.07, 18.78)
H (-5.29, -29.14, 27.36)
H (0.75, -19.24, 18.95)
H (-6.51, -21.94, 16.86)
H (-8.69, -16.21, 18.28)
H (-0.25, -25.01, 22.43)
H (1.65, -26.20, 18.77)
H (0.53, -21.91, 24.43)
H (-6.15, -22.59, 22.41)
H (1.48, -29.20, 16.37)
H (-7.08, -29.25, 22.24)
H (-6.04, -20.11, 22.59)
H (-4.39, -22.54, 17.04)
H (-0.28, -20.62, 18.98)
H (-1.33, -27.39, 27.86)
H (5.53, -20.61, 21.18)
H (-6.12, -21.17, 15.35)
H (-2.52, -30.00, 21.45)
H (6.93, -25.99, 20.05)
H (4.04, -23.76, 18.95)
H (6.20, -21.31, 19.02)
H (-8.72, -17.65, 23.67)
H (-2.37, -26.89, 23.75)
H (-6.62, -20.74, 24.08)
H (1.79, -24.73, 24.01)
H (-7.59, -18.46, 24.59)
H (-3.41, -21.49, 20.73)
H (-3.74, -29.60, 23.82)
H (2.91, -21.70, 17.02)
H (-3.80, -21.70, 15.71)
H (-9.73, -22.27, 20.16)
H (-6.08, -27.37, 18.88)
H (-3.22, -24.36, 22.26)
H (-1.63, -21.05, 14.76)
H (-7.42, -14.09, 17.29)
H (4.14, -20.88, 25.08)
H (0.11, -23.55, 24.00)
H (-4.90, -30.78, 26.73)
H (-10.09, -18.66, 21.54)
H (-1.04, -22.19, 23.88)
H (-9.21, -19.93, 24.73)
H (0.32, -16.51, 15.74)
H (4.41, -22.51, 20.10)
H (4.53, -23.29, 24.45)
H (-2.35, -25.48, 27.34)
H (-0.96, -26.56, 14.19)
H (-7.14, -19.58, 18.92)
H (-3.65, -17.14, 16.24)
H (1.75, -22.55, 18.08)
H (-8.12, -20.85, 18.41)
H (7.90, -22.97, 23.57)
H (-2.90, -17.35, 18.63)
H (-5.66, -29.62, 25.75)
H (-5.01, -17.68, 21.70)
H (-3.79, -27.49, 18.71)
H (-3.37, -27.20, 21.33)
H (-3.22, -25.24, 25.78)
H (-2.77, -29.67, 28.03)
H (-7.00, -14.27, 18.88)
H (-5.98, -24.18, 17.76)
H (-10.57, -20.77, 20.00)
H (-4.96, -25.91, 15.64)
H (2.28, -21.13, 22.38)
H (-1.92, -28.88, 20.24)
H (0.95, -17.27, 17.26)
H (-6.27, -32.14, 19.55)
H (-0.15, -27.76, 13.39)
H (-3.66, -18.26, 20.89)
H (4.64, -21.94, 26.41)
H (-6.40, -25.80, 17.38)
H (-1.55, -27.02, 16.65)
H (2.99, -20.49, 27.29)
H (3.78, -22.98, 28.47)
H (8.07, -20.68, 20.33)
H (-7.29, -25.45, 15.29)
H (0.51, -25.31, 17.84)
H (-3.59, -25.26, 13.77)
H (-6.43, -20.99, 20.45)
H (-2.13, -23.70, 23.37)
H (0.53, -22.07, 15.51)
H (6.14, -23.54, 17.96)
H (-0.38, -29.72, 27.49)
H (0.49, -25.45, 20.87)
H (8.43, -21.27, 23.07)
H (1.46, -24.25, 16.02)
H (-0.99, -24.11, 19.63)
H (1.09, -17.46, 13.72)
H (0.14, -30.01, 15.50)
H (4.98, -21.86, 22.16)
H (-3.89, -23.15, 20.21)
H (-7.38, -17.57, 20.40)
H (-8.91, -19.29, 18.69)
H (-0.66, -19.36, 17.92)
H (6.04, -20.68, 22.86)
H (-7.04, -17.58, 23.13)
H (-2.59, -22.13, 19.35)
H (-2.37, -30.92, 26.80)
H (-5.71, -14.06, 17.68)
H (-8.09, -17.61, 17.45)
H (3.18, -25.70, 23.96)
H (5.22, -26.14, 20.34)
H (1.24, -20.73, 21.04)
H (3.74, -26.43, 17.67)
H (1.86, -20.73, 25.97)
H (4.80, -24.21, 27.07)
H (3.05, -27.98, 17.57)
H (-1.74, -20.10, 16.21)
H (-9.56, -21.23, 23.68)
H (-0.60, -22.03, 16.82)
H (-10.13, -19.52, 23.42)
H (-0.01, -21.53, 26.99)
H (-0.67, -29.54, 25.82)
H (-0.47, -27.22, 18.93)
H (2.94, -22.66, 24.10)
H (-7.34, -32.02, 20.84)
H (0.58, -21.03, 28.54)
H (0.34, -24.82, 26.71)
H (-7.16, -28.17, 20.95)
H (3.03, -24.70, 15.47)
H (-4.34, -18.45, 18.18)
H (-2.64, -30.49, 19.87)
H (-1.48, -24.87, 25.97)
H (3.69, -25.46, 27.44)
H (8.69, -22.39, 20.18)
H (-7.54, -29.17, 18.38)
H (-3.71, -15.74, 17.02)
H (-2.72, -22.87, 16.47)
H (5.99, -25.89, 18.73)
H (9.01, -22.87, 22.41)
H (-0.61, -26.79, 24.24)
H (2.38, -23.41, 29.37)
H (1.89, -26.06, 25.12)
H (0.76, -28.34, 18.16)
H (-1.28, -28.21, 24.15)
H (-1.20, -28.68, 17.04)
H (-1.60, -28.29, 14.41)
H (-7.48, -22.53, 13.05)
H (-2.65, -23.74, 13.96)
H (-4.09, -15.02, 19.17)
H (2.92, -21.79, 29.39)
H (4.70, -25.58, 25.96)
H (-8.28, -16.10, 16.47)
H (3.92, -27.46, 16.17)
H (-4.78, -23.15, 12.65)
H (-5.00, -27.11, 20.78)
H (-8.36, -29.42, 21.03)
H (-7.94, -24.18, 16.47)
H (2.61, -21.18, 18.57)
H (-3.41, -22.62, 22.84)
H (-7.84, -22.55, 22.75)
H (-3.98, -25.33, 17.00)
H (-3.50, -30.99, 24.88)
H (-7.78, -21.40, 15.68)
H (-6.01, -17.73, 16.58)
H (0.17, -19.80, 13.83)
H (2.58, -17.48, 14.71)
H (1.94, -23.61, 22.14)
H (2.21, -18.92, 13.92)
H (0.76, -20.16, 22.54)
H (-0.62, -17.52, 16.70)
H (-5.88, -16.03, 15.87)
H (-7.99, -31.43, 19.40)
H (7.57, -21.66, 18.13)
H (-5.15, -18.94, 20.51)
H (1.48, -29.27, 14.59)
H (3.86, -23.91, 20.78)
H (-4.65, -28.02, 22.22)
H (-6.27, -30.23, 17.92)
H (-10.17, -21.23, 21.62)
H (-0.93, -18.58, 14.44)
H (1.53, -25.94, 14.02)
H (-3.47, -15.76, 20.74)
H (1.36, -23.20, 20.59)
H (-0.13, -27.45, 26.59)
H (0.07, -22.70, 28.42)
H (6.64, -24.90, 22.53)
H (-1.35, -20.10, 21.28)
H (-4.39, -27.98, 24.44)
H (-2.14, -30.12, 24.45)
H (-2.49, -25.07, 15.15)
H (-8.01, -24.13, 13.29)
H (-5.12, -15.18, 20.69)
H (-7.57, -22.44, 20.27)
H (-1.92, -25.09, 20.60)

Its HOMO energy is -7.7 eV. The SMILES is CC1(C)CCCC(C)(C)N1O.CC1(C)CCCC(C)(C)N1O.CC1(C)CCCC(C)(C)N1O.CC1(C)CCCC(C)(C)N1O.CC1(C)CCCC(C)(C)N1O.CC1(C)CCCC(C)(C)N1O.CC1(C)CCCC(C)(C)N1O.CC1(C)CCCC(C)(C)N1O.CC1(C)CCCC(C)(C)N1O.CC1(C)CCCC(C)(C)N1O. The net charge is 0. Its spin multiplicity is 1.


Which structure is the most stable? The one labeled arrangement 2.